[1]
Computed, not measured: a structure of composition C19H21FNO5PdSe2, with wB97M-V/def2-TZVPD.

Geometry as XYZ:
```
50
Properties=species:S:1:pos:R:3:nbo_charge:R:1
Pd -0.097 0.918 2.236 0.846
C -3.525 -4.286 -2.496 -0.623
C -3.589 -2.752 -2.792 -0.018
C -3.420 -2.370 -4.270 -0.397
C -2.064 -2.776 -4.803 -0.430
C -1.000 -2.258 -3.889 -0.023
C 0.302 -2.107 -4.354 -0.237
C 1.238 -1.540 -3.491 0.371
F 2.453 -1.269 -4.068 -0.340
C 0.948 -1.075 -2.260 -0.231
C -0.337 -1.305 -1.756 -0.126
C -0.619 -0.814 -0.362 0.534
O 0.307 -0.333 0.285 -0.624
C -1.999 -0.985 0.062 -0.344
C -2.853 -1.618 -0.787 0.136
N -2.602 -1.996 -2.054 -0.376
C -1.293 -1.868 -2.577 0.147
C -2.683 -0.703 1.393 0.787
O -3.817 -1.125 1.569 -0.711
O -2.080 -0.007 2.253 -0.784
H -4.320 -4.801 -3.046 0.211
H -3.691 -4.421 -1.438 0.227
H -2.524 -4.644 -2.783 0.207
H -4.588 -2.445 -2.462 0.213
H -3.548 -1.285 -4.316 0.215
H -4.257 -2.857 -4.840 0.211
H -1.942 -2.374 -5.838 0.224
H -2.021 -3.845 -4.795 0.214
H 0.530 -2.416 -5.352 0.223
H 1.710 -0.619 -1.581 0.277
H -3.871 -1.837 -0.421 0.254
O 3.204 4.177 5.931 -0.737
C 3.798 3.987 4.635 -0.061
C 2.973 3.134 3.667 -0.145
C 3.605 3.154 2.264 -0.069
O 3.705 4.476 1.715 -0.754
C 1.541 3.725 3.616 -0.595
Se 0.490 3.398 1.969 -0.324
C 2.996 1.670 4.205 -0.558
Se 2.115 0.219 3.173 -0.287
H 2.258 4.129 5.846 0.466
H 4.756 3.514 4.819 0.170
H 4.003 4.969 4.172 0.177
H 3.036 2.551 1.596 0.215
H 4.664 2.739 2.403 0.163
H 2.801 4.694 1.418 0.477
H 1.671 4.856 3.740 0.214
H 0.967 3.298 4.447 0.208
H 2.617 1.788 5.216 0.204
H 4.055 1.334 4.200 0.207
```

## Properties
- molecular weight (u) = 626.717
- multiplicity = 3
- LUMO (spin up / spin down) (eV) = 2.081 / 2.017
- HOMO-LUMO gap (spin up / spin down) (Eh) = 0.224 / 0.234
- calculated total energy (eV) = -168663.450
- HOMO level (spin up / spin down) (eV) = -4.0 / -4.3
- total charge = -1

=====

[2]
Computed, not measured: the molecule C5H10N2O, with wB97M-V/def2-TZVPD.

Geometry as XYZ:
```
18
Properties=species:S:1:pos:R:3:nbo_charge:R:1
C 0.611 1.042 -1.775 -0.627
C 0.354 1.225 -0.304 -0.302
C -0.503 0.478 0.492 0.141
N -1.446 1.015 1.358 -0.801
C -0.291 -0.925 0.435 -0.007
N -1.348 -1.830 0.615 -0.805
C 0.997 -1.279 0.066 0.125
O 2.180 -0.880 0.644 -0.682
H 0.309 0.051 -2.113 0.214
H 0.049 1.780 -2.357 0.202
H 1.666 1.194 -2.015 0.206
H 0.542 2.250 0.023 0.177
H -1.442 2.018 1.453 0.383
H -1.596 0.510 2.218 0.382
H -2.195 -1.596 0.114 0.371
H -1.094 -2.801 0.513 0.379
H 1.170 -2.243 -0.409 0.163
H 2.036 -0.010 1.040 0.482
```

## Properties
- molecular weight (u) = 114.148
- SMILES string = C/C=C(N)\C(N)=C/O
- LUMO (spin up / spin down) (eV) = 0.954 / 0.954
- HOMO-LUMO gap (spin up / spin down) (Eh) = 0.301 / 0.301
- calculated total energy (eV) = -10372.690
- HOMO level (spin up / spin down) (eV) = -7.2 / -7.2
- total charge = 0
- ΔE to the lowest compared entry with this formula, charge and spin (eV) = 2.616

=====

[3]
Computed, not measured: a structure of composition C26H46Br3Cl6N2O7Zr, with wB97M-V/def2-TZVPD.

Geometry as XYZ:
```
91
Properties=species:S:1:pos:R:3:mulliken_charge:R:1
Zr -0.819 1.044 -1.348 1.441
C 0.564 -1.046 1.714 -1.553
C 1.812 -0.130 1.702 1.739
C 2.943 -1.122 2.172 -1.442
C 4.419 -0.637 1.999 -0.748
C 4.482 -0.198 0.528 -1.360
C 3.474 0.912 0.049 1.306
N 2.091 0.425 0.352 0.755
O 1.115 1.282 -0.159 -0.036
C 3.714 0.994 -1.561 -1.442
C 3.770 2.326 0.664 -1.415
C 1.700 0.991 2.805 -1.969
H -0.350 -0.600 2.104 0.270
H 0.766 -1.908 2.351 0.430
H 0.371 -1.576 0.781 0.080
H 2.919 -2.050 1.600 0.326
H 2.778 -1.262 3.240 0.615
H 5.117 -1.440 2.236 0.412
H 4.628 0.224 2.635 0.325
H 4.377 -1.092 -0.086 0.310
H 5.473 0.255 0.503 0.542
H 3.155 1.799 -2.038 0.089
H 3.495 0.140 -2.203 0.278
H 4.743 1.268 -1.792 0.470
H 3.032 2.673 1.387 0.352
H 3.666 3.070 -0.126 0.269
H 4.769 2.408 1.094 0.282
H 2.658 1.432 3.083 0.380
H 1.383 0.455 3.700 0.504
H 1.011 1.813 2.613 0.253
C 2.022 -2.848 -1.609 -1.875
C 0.661 -3.369 -2.222 1.530
C 0.548 -4.809 -1.711 -1.292
C -0.777 -5.490 -2.084 -0.720
C -1.915 -4.518 -1.599 -1.465
C -1.860 -3.027 -2.031 1.690
N -0.496 -2.588 -1.714 0.375
O -0.362 -1.134 -1.754 0.176
C -2.961 -2.421 -1.062 -2.009
C -2.355 -2.938 -3.509 -1.742
C 0.779 -3.449 -3.813 -1.562
H 2.837 -3.559 -1.738 0.501
H 1.865 -2.805 -0.531 0.235
H 2.301 -1.834 -1.897 0.267
H 0.571 -4.784 -0.621 0.368
H 1.398 -5.339 -2.140 0.504
H -0.863 -6.447 -1.568 0.443
H -0.759 -5.650 -3.162 0.316
H -1.990 -4.522 -0.512 0.503
H -2.884 -4.933 -1.877 0.433
H -2.640 -2.339 -0.024 0.452
H -3.895 -2.978 -1.133 0.495
H -3.221 -1.367 -1.161 0.191
H -1.912 -2.053 -3.965 0.318
H -3.440 -2.854 -3.567 0.464
H -2.089 -3.803 -4.117 0.326
H 0.784 -2.448 -4.244 0.264
H -0.074 -3.929 -4.293 0.287
H 1.702 -3.904 -4.172 0.443
C -2.716 2.230 2.172 -0.744
C -2.298 1.748 0.797 0.920
O -1.779 2.529 -0.007 -0.542
O -2.099 0.613 0.425 -0.374
H -3.329 1.465 2.648 -0.038
H -3.477 2.996 2.019 0.349
H -1.882 2.504 2.817 0.283
C -3.430 5.800 -1.041 0.446
Br -5.254 5.912 -0.268 -0.062
Br -2.421 7.430 -0.676 -0.030
Br -3.537 5.345 -2.973 -0.057
H -2.986 4.926 -0.564 -0.357
C -5.140 -2.459 3.378 -0.117
Cl -6.939 -2.129 3.371 -0.130
Cl -4.609 -2.959 5.038 -0.102
Cl -4.136 -1.062 2.938 -0.032
H -5.020 -3.278 2.668 0.314
C -3.359 1.211 6.987 -0.034
Cl -2.211 1.561 8.269 -0.117
Cl -4.537 -0.069 7.341 -0.105
Cl -2.577 0.918 5.447 -0.012
H -3.981 2.105 6.919 0.281
C 2.222 5.647 -1.993 -0.306
C 1.118 6.257 -2.867 -0.454
O 0.080 5.357 -2.720 -0.224
C 0.545 4.239 -2.252 0.351
O -0.092 3.180 -2.106 -0.611
O 1.844 4.328 -1.954 -0.119
H 2.282 6.018 -0.969 0.300
H 3.182 5.695 -2.508 0.321
H 1.300 6.331 -3.939 0.292
H 1.007 7.299 -2.568 0.334
```

## Properties
- molecular weight (u) = 1042.315
- LUMO (eV) = -4.247
- HOMO-LUMO gap (Eh) = 0.209
- calculated total energy (eV) = -331553.932
- HOMO level (eV) = -9.9
- total charge = +1

=====

[4]
Computed, not measured: the molecule C15H9N3O, with wB97M-V/def2-TZVPD.

Geometry as XYZ:
```
28
Properties=species:S:1:pos:R:3:nbo_charge:R:1
O 1.130 -1.974 1.191 -0.465
C 0.502 -0.939 1.362 0.507
C 0.515 -0.210 2.705 0.113
N 1.003 -0.405 3.997 -0.362
C 0.968 0.574 4.914 0.008
C 0.141 1.683 4.707 -0.203
C -0.440 1.903 3.426 -0.185
C -0.125 1.018 2.432 -0.054
C -0.597 1.041 1.131 -0.113
C -0.912 2.036 0.238 -0.022
N -0.791 1.566 -1.007 -0.209
N -0.344 0.213 -0.922 -0.141
C -0.091 -0.508 -2.146 0.126
C 0.435 -1.799 -2.246 -0.232
C 0.606 -2.543 -3.429 -0.202
C 0.189 -1.948 -4.639 -0.217
C -0.477 -0.676 -4.582 -0.198
C -0.554 0.079 -3.341 -0.209
C -0.103 -0.039 0.449 0.036
H 1.361 0.295 5.835 0.202
H -0.205 2.273 5.510 0.216
H -1.241 2.582 3.226 0.216
H -1.141 3.109 0.448 0.230
H 0.691 -2.311 -1.312 0.241
H 1.096 -3.564 -3.388 0.233
H 0.327 -2.336 -5.617 0.218
H -0.954 -0.185 -5.485 0.221
H -0.989 1.062 -3.456 0.243
```

## Properties
- molecular weight (u) = 247.257
- SMILES string = O=C1c2ncccc2-c2cnn(-c3ccccc3)c21
- LUMO (eV) = -1.297
- HOMO-LUMO gap (Eh) = 0.268
- calculated total energy (eV) = -22215.629
- HOMO level (eV) = -8.6
- total charge = 0
- ΔE to the lowest compared entry with this formula, charge and spin (eV) = 1.323

=====

[5]
Computed, not measured: a structure of composition C18H37AlNO, with wB97M-V/def2-TZVPD.

Geometry as XYZ:
```
58
Properties=species:S:1:pos:R:3:nbo_charge:R:1
Al -1.675 -5.893 4.022 0.886
C -0.399 -5.043 2.636 -0.956
C 0.694 -4.217 3.390 -0.397
C 0.730 -2.723 3.034 -0.388
C 1.281 -2.407 1.624 -0.396
C 2.154 -1.095 1.586 -0.397
C 1.572 0.016 0.666 -0.388
C 2.386 0.248 -0.661 -0.398
C 2.368 1.764 -0.962 -0.389
C 2.619 2.124 -2.468 -0.394
C 1.689 3.317 -2.832 -0.398
C 2.229 4.232 -3.960 -0.422
C 2.354 5.732 -3.575 -0.192
N 1.457 6.632 -4.299 -0.336
C 0.275 6.404 -4.948 -0.090
C -0.149 7.625 -5.408 -0.297
C 0.802 8.650 -5.055 -0.320
C 1.769 7.944 -4.373 -0.048
H -1.754 -4.964 5.357 -0.428
H -3.172 -5.981 3.448 -0.397
H -1.150 -7.346 4.510 -0.422
H -0.981 -4.461 1.906 0.196
H 0.087 -5.907 2.145 0.198
H 1.694 -4.677 3.285 0.175
H 0.469 -4.281 4.473 0.199
H 1.412 -2.239 3.763 0.175
H -0.240 -2.220 3.184 0.201
H 0.470 -2.221 0.900 0.191
H 1.884 -3.221 1.194 0.199
H 2.247 -0.665 2.597 0.197
H 3.176 -1.353 1.268 0.189
H 0.498 -0.101 0.460 0.203
H 1.663 0.970 1.220 0.184
H 1.849 -0.281 -1.462 0.197
H 3.399 -0.142 -0.495 0.198
H 1.335 2.100 -0.753 0.189
H 3.012 2.345 -0.286 0.201
H 3.688 2.371 -2.571 0.191
H 2.440 1.240 -3.100 0.201
H 0.698 2.892 -3.046 0.209
H 1.573 3.897 -1.901 0.195
H 1.561 4.124 -4.827 0.216
H 3.221 3.911 -4.315 0.212
H 2.090 5.815 -2.505 0.193
H 3.399 6.066 -3.633 0.206
H -0.214 5.441 -5.028 0.219
H -1.076 7.813 -5.947 0.213
H 0.759 9.711 -5.261 0.223
H 2.682 8.342 -3.934 0.201
C -7.013 -6.196 3.924 -0.633
C -6.367 -4.922 3.409 -0.058
O -5.283 -5.221 2.546 -0.687
H -6.280 -6.802 4.456 0.228
H -7.843 -5.971 4.599 0.194
H -7.391 -6.800 3.095 0.186
H -5.972 -4.333 4.236 0.184
H -7.100 -4.310 2.866 0.135
H -5.626 -5.734 1.808 0.448
```

## Properties
- molecular weight (u) = 310.482
- LUMO (eV) = 2.136
- HOMO-LUMO gap (Eh) = 0.226
- calculated total energy (eV) = -29399.219
- HOMO level (eV) = -4.0
- total charge = -1

=====

Question: What is the formula in the first record?
Answer: C19H21FNO5PdSe2

=====

Question: The highest calculated total energy belongs to which entry?
Answer: C5H10N2O

=====

Question: Look up the molecular weight of the fifth one.
Answer: 310.482 u